Record 1
# C19H53N10O4P2S

A cluster of 3 separate species, C19H53N10O4P2S in total (ωB97M-V/def2-TZVPD, the Open Molecules 2025 dataset).

* charge: +1
* highest occupied orbital energy: -10.577 eV
* frontier orbital gap: 0.26027 Ha
* electronic energy: -73059.8979 eV
* LUMO level: -3.495 eV
* 2S+1: 1

Last column: Löwdin charge in e.
Element x y z (Å)
N (-1.31, -2.06, -2.79)  0.00
C (-0.53, -1.03, -3.50)  -0.27
C (-0.76, 0.38, -2.94)  -0.16
C (0.28, 0.96, -1.97)  -0.10
N (-0.01, 0.75, -0.46)  0.02
C (0.49, 1.87, 0.35)  -0.08
C (1.92, 1.53, 0.84)  -0.28
C (3.08, 2.36, 0.29)  -0.19
S (4.62, 1.45, 0.43)  0.69
O (4.78, 0.74, -0.81)  -0.34
O (4.58, 0.67, 1.64)  -0.32
N (1.97, 0.09, 0.57)  0.18
C (0.86, -0.27, -0.11)  -0.32
N (0.70, -1.57, -0.43)  0.22
H (-0.75, -2.89, -2.62)  0.04
H (-1.57, -1.71, -1.87)  0.05
H (-0.88, -1.03, -4.53)  0.11
H (0.54, -1.29, -3.53)  0.11
H (-1.73, 0.39, -2.45)  0.12
H (-0.76, 1.07, -3.79)  0.12
H (0.25, 2.04, -2.08)  0.12
H (1.29, 0.63, -2.20)  0.13
H (0.32, 2.87, -0.05)  0.13
H (-0.13, 1.86, 1.25)  0.13
H (1.86, 1.78, 1.90)  0.15
H (3.21, 3.31, 0.81)  0.12
H (2.95, 2.51, -0.79)  0.11
H (5.57, 2.41, 0.54)  0.09
H (2.73, -0.28, -0.01)  0.15
H (0.58, -2.28, 0.27)  0.12
H (0.79, -1.89, -1.38)  0.10
O (1.61, -4.58, -0.34)  -0.32
P (1.76, -6.06, -0.31)  0.58
N (2.83, -6.44, -1.56)  -0.29
C (3.09, -7.78, -2.05)  -0.11
C (4.06, -5.64, -1.60)  -0.13
N (0.19, -6.62, -0.70)  -0.31
C (-0.06, -7.55, -1.79)  -0.13
C (-0.86, -5.61, -0.64)  -0.13
N (2.11, -7.28, 0.81)  -0.28
C (1.03, -7.69, 1.73)  -0.11
C (3.29, -6.91, 1.63)  -0.11
H (3.64, -8.40, -1.33)  0.09
H (3.68, -7.71, -2.96)  0.09
H (2.18, -8.31, -2.32)  0.04
H (4.83, -6.02, -0.92)  0.07
H (3.85, -4.61, -1.34)  0.07
H (4.47, -5.65, -2.61)  0.08
H (0.24, -7.15, -2.76)  0.09
H (-1.13, -7.78, -1.82)  0.08
H (0.43, -8.50, -1.61)  0.07
H (-0.90, -4.99, -1.55)  0.07
H (-0.74, -4.96, 0.21)  0.06
H (-1.83, -6.11, -0.54)  0.09
H (0.59, -6.84, 2.27)  0.09
H (1.46, -8.37, 2.46)  0.08
H (0.25, -8.22, 1.20)  0.07
H (3.09, -6.05, 2.28)  0.09
H (4.14, -6.67, 1.00)  0.06
H (3.58, -7.75, 2.26)  0.09
O (-1.49, 4.90, 0.66)  -0.31
P (-2.41, 5.93, 1.20)  0.58
N (-2.67, 5.51, 2.82)  -0.29
C (-3.69, 6.12, 3.67)  -0.11
C (-1.47, 5.22, 3.59)  -0.13
N (-3.84, 5.69, 0.30)  -0.31
C (-5.13, 5.48, 0.93)  -0.13
C (-3.70, 4.83, -0.87)  -0.14
N (-2.52, 7.62, 1.27)  -0.28
C (-2.96, 8.32, 0.05)  -0.11
C (-1.23, 8.21, 1.69)  -0.11
H (-3.46, 7.16, 3.93)  0.09
H (-3.74, 5.55, 4.60)  0.09
H (-4.67, 6.08, 3.23)  0.04
H (-0.98, 6.13, 3.98)  0.07
H (-0.75, 4.68, 2.99)  0.06
H (-1.72, 4.59, 4.45)  0.08
H (-5.16, 4.58, 1.55)  0.09
H (-5.89, 5.37, 0.15)  0.08
H (-5.44, 6.34, 1.52)  0.07
H (-3.71, 3.76, -0.62)  0.08
H (-2.77, 5.04, -1.40)  0.07
H (-4.52, 5.03, -1.56)  0.08
H (-2.37, 8.05, -0.84)  0.09
H (-2.85, 9.39, 0.22)  0.08
H (-4.01, 8.13, -0.15)  0.07
H (-0.45, 8.06, 0.94)  0.09
H (-0.89, 7.78, 2.63)  0.06
H (-1.36, 9.28, 1.85)  0.08


Record 2
# C19H54AlF4N5O15S4

A structure of composition C19H54AlF4N5O15S4 (ωB97M-V/def2-TZVPD, the Open Molecules 2025 dataset).

* highest occupied orbital energy: -8.788 eV
* frontier orbital gap: 0.09185 Ha
* electronic energy: -119536.7192 eV
* LUMO level: -6.289 eV
* 2S+1: 1

Last column: Löwdin charge in e.
Element x y z (Å)
Al (0.85, -0.24, 3.26)  1.14
N (1.81, -0.05, 0.67)  -0.31
S (3.04, 0.03, -0.17)  0.42
O (3.45, 1.36, -0.51)  -0.26
O (3.29, -1.05, -1.13)  -0.28
F (4.16, -0.39, 0.92)  -0.19
S (0.78, 0.12, -0.74)  0.58
O (0.18, -1.11, -1.20)  -0.28
O (0.99, 1.21, -1.64)  -0.21
F (-0.39, 0.70, 0.18)  -0.23
N (0.40, 2.40, 4.10)  -0.33
S (0.23, 3.69, 3.27)  0.47
O (1.42, 4.42, 2.91)  -0.25
O (-1.06, 4.32, 3.29)  -0.26
F (0.11, 2.85, 1.87)  -0.24
S (0.60, 3.02, 5.64)  0.54
O (-0.39, 2.65, 6.62)  -0.27
O (1.23, 4.30, 5.75)  -0.23
F (1.82, 2.09, 6.07)  -0.19
C (-1.96, -2.22, 1.23)  -0.18
O (-0.81, -2.60, 1.81)  -0.02
H (-2.17, -2.83, 0.32)  0.10
H (-2.84, -2.23, 1.88)  0.10
H (-1.83, -1.23, 0.76)  0.10
C (-5.80, 3.06, -1.88)  -0.07
C (-4.69, 2.34, -1.10)  -0.41
C (-3.44, 2.28, -1.95)  -0.22
O (-3.64, 1.68, -3.23)  -0.18
C (-2.39, 1.29, -3.83)  -0.09
N (-4.57, 3.21, 0.07)  0.03
H (-6.74, 3.14, -1.34)  0.07
H (-6.05, 2.51, -2.79)  0.07
H (-5.57, 4.09, -2.17)  0.08
H (-5.02, 1.37, -0.73)  0.14
H (-2.65, 1.73, -1.43)  0.10
H (-2.96, 3.25, -2.11)  0.14
H (-2.57, 0.40, -4.43)  0.08
H (-1.61, 0.94, -3.14)  0.07
H (-2.06, 2.10, -4.47)  0.09
H (-3.83, 2.88, 0.68)  0.04
H (-4.45, 4.19, -0.12)  0.08
C (-2.23, -0.08, 7.05)  -0.04
C (-1.71, -0.37, 5.62)  -0.39
C (-2.40, 0.56, 4.64)  -0.23
O (-1.96, 0.34, 3.35)  -0.25
C (-2.69, 1.05, 2.36)  -0.09
N (-0.23, -0.27, 5.57)  0.01
H (-1.90, 0.88, 7.44)  0.07
H (-1.89, -0.86, 7.73)  0.08
H (-3.32, -0.02, 7.08)  0.09
H (-1.97, -1.41, 5.42)  0.15
H (-2.24, 1.59, 4.96)  0.13
H (-3.46, 0.36, 4.84)  0.14
H (-3.64, 0.56, 2.13)  0.10
H (-2.18, 1.05, 1.39)  0.06
H (-2.86, 2.10, 2.59)  0.09
H (-0.04, 0.60, 6.08)  0.04
H (0.18, -0.94, 6.22)  0.10
C (-1.95, -3.50, -2.52)  -0.05
C (-1.60, -4.36, -1.35)  -0.40
C (-1.49, -5.85, -1.72)  -0.20
O (-1.22, -6.63, -0.58)  -0.17
C (-1.39, -8.00, -0.83)  -0.11
N (-0.34, -3.81, -0.82)  0.16
H (-2.90, -3.76, -3.00)  0.09
H (-1.15, -3.45, -3.26)  0.10
H (-2.15, -2.45, -2.26)  0.08
H (-2.36, -4.21, -0.57)  0.13
H (-0.74, -6.06, -2.48)  0.14
H (-2.44, -6.15, -2.17)  0.13
H (-0.85, -8.67, -0.16)  0.09
H (-1.03, -8.27, -1.82)  0.09
H (-2.43, -8.29, -0.61)  0.09
H (0.25, -4.01, -1.63)  0.12
H (-0.33, -2.81, -0.66)  0.02
C (3.23, 6.01, -1.11)  -0.09
C (3.68, 4.64, -0.69)  -0.34
O (3.98, 3.73, -1.74)  -0.09
H (2.34, 6.00, -1.74)  0.07
H (4.11, 6.39, -1.63)  0.07
H (3.11, 6.74, -0.31)  0.07
H (2.97, 4.08, -0.05)  0.10
H (4.52, 4.76, 0.01)  0.11
H (3.91, 2.84, -1.35)  0.01
C (7.20, -1.47, -1.53)  -0.09
C (6.21, -2.60, -1.32)  -0.32
O (5.28, -2.59, -2.41)  -0.10
H (7.93, -1.74, -2.28)  0.07
H (7.67, -1.25, -0.56)  0.07
H (6.64, -0.59, -1.85)  0.07
H (5.73, -2.40, -0.36)  0.09
H (6.73, -3.56, -1.33)  0.11
H (4.60, -1.95, -2.16)  0.02
C (1.98, 0.00, -4.42)  -0.08
C (3.17, -0.13, -5.34)  -0.28
O (2.71, -0.71, -6.60)  -0.12
H (1.48, -0.98, -4.38)  0.08
H (1.27, 0.73, -4.81)  0.08
H (2.39, 0.22, -3.44)  0.05
H (3.94, -0.81, -4.97)  0.11
H (3.52, 0.85, -5.67)  0.11
H (3.49, -0.78, -7.16)  0.07


Which of these has the highest electronic energy?
C19H53N10O4P2S


Which value of LUMO level does entry 2 give?
-6.289 eV